{"formula": "C44H40BiBrI2N4O3STe", "method": "the ωB97M-V functional and the def2-TZVPD basis", "symbols": ["Bi", "I", "I", "Te", "Br", "S", "O", "O", "O", "N", "N", "N", "N", "C", "C", "C", "C", "C", "C", "C", "C", "C", "C", "C", "C", "C", "C", "C", "C", "C", "C", "C", "C", "C", "C", "C", "C", "C", "C", "C", "C", "C", "C", "C", "C", "C", "C", "C", "C", "C", "C", "C", "C", "C", "C", "C", "C", "H", "H", "H", "H", "H", "H", "H", "H", "H", "H", "H", "H", "H", "H", "H", "H", "H", "H", "H", "H", "H", "H", "H", "H", "H", "H", "H", "H", "H", "H", "H", "H", "H", "H", "H", "H", "H", "H", "H", "H"], "coordinates": [[-0.0181, 1.3241, 0.0101], [-2.3790, -1.2778, -1.5700], [-0.5817, 2.1551, -2.9201], [1.8665, 3.5113, -0.0810], [-5.0423, -3.6170, -1.7368], [2.9901, 5.1502, 2.5359], [0.2777, 1.4332, 2.2476], [-1.7464, -0.2582, 1.4173], [0.5249, 0.0276, -3.7261], [2.3914, -1.5324, -0.3937], [2.7345, -0.2495, -3.3457], [4.2893, -0.5714, -6.5280], [0.0323, 0.3503, -7.2862], [-3.2741, 3.8608, 1.8157], [4.8634, -1.5449, -0.0417], [3.2776, -6.4207, -1.0133], [0.7915, -4.0015, -2.5513], [2.4891, -5.1663, -1.3116], [0.4703, 4.8522, 2.4234], [2.1316, -2.7544, -0.8755], [-6.5612, -1.6729, -0.3788], [1.1671, -1.5390, 4.9906], [-2.3071, 2.8853, 1.4820], [0.5139, 0.4418, 3.0630], [-1.6966, 3.7582, -2.1212], [2.0567, 5.8749, 3.7758], [3.4675, -1.3010, 0.5642], [-5.3017, -1.9378, -0.9056], [1.9230, -0.1425, -5.6091], [1.0848, -2.8538, -1.8552], [-5.7964, 0.4767, 0.3625], [-3.6454, 4.7922, 0.8962], [-6.8089, -0.4652, 0.2531], [-3.0886, 4.7747, -0.4069], [1.6043, 4.5187, 1.7386], [3.2217, -0.3686, -6.1265], [-0.3055, -0.7039, 3.2393], [-3.4515, 5.7783, -1.3404], [-2.0605, 4.7440, -2.9951], [3.3065, -2.0676, 1.8964], [0.8696, 0.1257, -6.5200], [-0.2857, -3.9962, -3.6119], [-1.4948, -0.9310, 2.4082], [1.4993, -5.1856, -2.2828], [1.6764, -0.1332, -4.2005], [3.3846, 0.1771, 0.9193], [-2.4617, -2.0409, 2.7679], [-2.9311, 5.7816, -2.5972], [-1.7458, 2.8133, 0.2328], [0.0447, -1.6602, 4.2097], [0.7307, 5.6248, 3.5933], [1.9939, -0.4202, 4.8023], [2.7942, -3.9999, -0.6174], [-4.5435, 0.2114, -0.1635], [1.6782, 0.5336, 3.8714], [-2.1605, 3.7569, -0.7669], [-4.2832, -0.9986, -0.8079], [-7.3373, -2.4206, -0.4691], [-0.5164, 4.5457, 2.1052], [-1.9985, -3.0128, 2.5833], [-1.2811, -4.0966, -3.1684], [5.6506, -1.2744, 0.6717], [-3.7447, 0.9355, -0.0667], [-1.6921, 4.7172, -4.0130], [4.1876, 0.4770, 1.6035], [-0.2709, -3.0647, -4.1802], [2.4261, 0.3897, 1.3987], [-4.1486, 6.5474, -1.0262], [3.4596, 0.7818, 0.0148], [-0.1461, -4.8234, -4.3114], [-0.0430, 5.9814, 4.2605], [4.9815, -0.9195, -0.9311], [-0.5818, -2.5351, 4.3317], [-4.3655, 5.5652, 1.1427], [3.1324, -6.7431, 0.0221], [4.0897, -1.7784, 2.6077], [-3.6894, 3.8781, 2.8169], [2.3363, -1.8128, 2.3320], [2.9016, -0.3153, 5.3857], [2.5213, -0.5771, -2.4022], [2.3163, 1.3918, 3.7001], [1.2853, -6.0935, -2.8389], [2.9752, -7.2391, -1.6691], [3.5877, -4.0591, 0.1118], [-2.7543, -1.9968, 3.8178], [0.5596, -1.9304, -2.0852], [1.4150, -2.2981, 5.7206], [2.5359, 6.4360, 4.5628], [3.3394, -3.1465, 1.7738], [-3.1934, 6.5615, -3.3019], [-5.9764, 1.4238, 0.8557], [-3.3371, -1.9447, 2.1291], [-1.9784, 2.1973, 2.2496], [-7.7929, -0.2653, 0.6594], [3.6095, -0.5715, -3.7282], [5.0126, -2.5807, -0.3422], [4.3486, -6.2517, -1.1522]], "forces_ev_per_a": [[0.12, -0.50, 0.64], [0.13, -0.29, -0.32], [-0.21, 0.31, -0.20], [0.15, 0.37, -0.27], [0.03, -0.03, -0.03], [0.04, -0.05, 0.02], [-0.21, -0.04, -0.20], [-0.12, 0.18, 0.03], [-0.05, -0.19, -0.04], [-0.10, 0.12, 0.14], [-0.09, -0.11, -0.09], [0.05, 0.04, 0.02], [-0.02, 0.00, -0.01], [0.03, -0.06, 0.04], [-0.01, 0.02, 0.00], [-0.02, 0.03, 0.04], [-0.05, -0.04, -0.01], [0.00, 0.05, 0.03], [0.04, 0.03, 0.05], [0.10, -0.19, -0.20], [0.01, 0.01, 0.01], [0.06, 0.13, -0.01], [-0.06, -0.06, -0.02], [0.25, 0.06, 0.15], [0.03, -0.04, 0.06], [0.03, 0.00, 0.01], [-0.07, -0.24, 0.01], [-0.10, 0.07, 0.09], [0.10, 0.05, -0.24], [0.00, 0.04, 0.05], [0.06, 0.06, 0.00], [0.02, 0.00, -0.02], [-0.04, -0.08, -0.02], [-0.01, 0.02, -0.03], [-0.12, -0.02, 0.05], [-0.30, -0.02, 0.05], [-0.10, -0.09, -0.13], [-0.02, 0.00, 0.06], [-0.07, 0.10, 0.03], [-0.08, 0.05, -0.11], [0.19, -0.06, 0.17], [0.04, 0.04, 0.07], [0.10, 0.01, 0.10], [-0.03, 0.02, 0.00], [0.15, 0.09, 0.15], [0.12, 0.10, -0.06], [0.02, 0.00, -0.03], [0.06, -0.06, -0.07], [-0.02, 0.09, -0.10], [0.00, -0.04, 0.04], [-0.03, -0.04, -0.08], [-0.10, -0.07, 0.06], [-0.08, 0.09, -0.03], [-0.05, -0.04, 0.03], [-0.12, 0.08, 0.08], [0.06, -0.06, -0.03], [0.05, 0.16, 0.07], [-0.01, 0.00, 0.00], [0.06, 0.06, 0.01], [0.01, 0.02, 0.00], [0.00, -0.01, 0.00], [-0.01, -0.02, -0.01], [-0.04, 0.01, 0.00], [0.00, 0.02, 0.01], [-0.06, 0.02, 0.01], [-0.02, 0.03, 0.01], [0.16, 0.03, -0.08], [0.01, 0.00, 0.01], [0.01, -0.01, 0.00], [0.00, 0.00, 0.01], [0.01, -0.01, 0.00], [-0.01, -0.01, 0.02], [0.01, 0.03, -0.01], [0.02, 0.01, -0.01], [0.00, -0.01, -0.01], [-0.04, 0.02, -0.02], [-0.01, -0.01, -0.01], [0.05, -0.04, -0.02], [0.00, 0.00, 0.00], [0.01, 0.00, 0.18], [-0.02, 0.01, 0.02], [0.01, 0.02, 0.00], [0.00, -0.01, 0.00], [0.08, 0.01, -0.01], [0.01, 0.00, -0.01], [0.03, 0.01, -0.10], [0.02, -0.01, -0.02], [-0.05, 0.00, 0.01], [0.01, -0.04, 0.02], [-0.01, -0.02, -0.01], [0.02, 0.00, 0.00], [-0.01, 0.00, -0.01], [0.01, -0.03, 0.01], [0.01, -0.01, -0.01], [-0.01, -0.01, 0.00], [-0.02, -0.03, -0.01], [0.00, -0.01, 0.00]], "orbital_gap_ev": 4.64, "charge": -2, "de_lowest_kj_mol": 47.5, "e_tot_ha": -6195.73091}